ORCA calculation (ωB97M-V/def2-TZVPD) on C32H49AlClNO3PS as an isolated structure in a non-equilibrium geometry.

```
89
Properties=species:S:1:pos:R:3:forces:R:3
Al -0.060737 0.010098 1.107789 -0.5962 1.5441 1.8570
P 0.036663 0.578498 -1.176611 0.5888 -0.2464 -0.6375
Cl 0.775563 2.216998 1.423589 1.1018 -0.3872 -0.3464
C -1.759837 0.668198 1.234089 -2.6135 -0.0305 -1.3147
H -2.688737 0.089098 1.208689 -0.0460 0.6228 -0.0351
H -1.884937 1.738898 1.436689 -0.1811 -0.4730 0.1927
C 1.860563 0.824498 -1.434211 0.0522 0.1153 -0.5729
C -0.801037 2.220598 -1.442811 -0.0778 -0.0685 0.1540
C 2.404763 0.912998 -2.868711 0.2916 0.0812 0.2489
H 2.012863 1.789698 -0.929411 0.0352 -0.0979 -0.0621
C 3.900463 1.265898 -2.846311 -0.0544 -0.1107 -0.0663
H 2.277163 -0.053602 -3.372611 0.0371 0.0759 0.0148
H 1.853163 1.655598 -3.451611 0.0515 -0.0669 0.0520
C 4.701663 0.241698 -2.033111 -0.0854 0.0944 0.0425
H 4.281463 1.322498 -3.873011 0.0215 0.0003 0.0874
H 4.025463 2.262998 -2.402011 -0.0197 -0.1103 -0.0308
C 4.146563 0.112798 -0.609411 -0.0765 -0.0729 -0.0818
H 4.648363 -0.736002 -2.534011 -0.0062 0.0926 0.0422
H 5.760263 0.525198 -2.002511 -0.1005 -0.0321 -0.0087
C 2.650463 -0.224202 -0.624111 0.0107 0.2828 -0.0699
H 4.692963 -0.655202 -0.050111 -0.0472 0.0984 -0.0578
H 4.283463 1.060098 -0.071711 -0.0331 -0.1017 -0.0567
H 2.496363 -1.222902 -1.054011 0.0256 0.0284 0.0083
H 2.291763 -0.256002 0.417589 0.1443 0.0062 -0.1412
C -0.646637 -0.538502 -2.512511 0.1404 0.1307 -0.1138
C -2.320537 2.072898 -1.634611 -0.1449 0.1320 -0.0240
H -0.637337 2.675598 -0.457411 -0.1378 -0.1382 -0.1005
C -2.999637 3.445298 -1.527311 0.1892 -0.0565 -0.1483
H -2.551737 1.636598 -2.614111 -0.0129 0.1012 -0.0538
H -2.728037 1.391298 -0.876911 0.2546 0.1481 -0.0138
C -2.403237 4.431798 -2.539611 0.0068 -0.0184 0.1240
H -4.079737 3.340098 -1.684811 0.1104 0.0187 0.0138
H -2.857337 3.835698 -0.510711 -0.0087 -0.0862 -0.0974
C -0.885537 4.556898 -2.358511 -0.0311 -0.1077 -0.0285
H -2.620037 4.079198 -3.558611 0.0341 0.0213 0.0790
H -2.878637 5.414298 -2.436111 0.0598 -0.0581 -0.0289
C -0.187337 3.191298 -2.466411 -0.0671 -0.0414 0.1160
H -0.466837 5.244998 -3.102611 -0.0410 -0.0439 0.0620
H -0.672137 4.983498 -1.369111 -0.0337 -0.0686 -0.1027
H -0.288337 2.811398 -3.490011 0.0212 0.0743 0.0461
H 0.881963 3.314398 -2.267611 -0.0673 0.0205 -0.0254
C 0.044563 -1.912602 -2.590311 -0.1362 0.0778 -0.0824
H -1.683537 -0.703002 -2.177811 0.0704 0.0549 -0.0190
C -0.703837 -2.854502 -3.544511 0.0712 0.0840 -0.0009
H 1.073363 -1.776702 -2.946911 -0.0713 -0.0438 0.0209
H 0.105263 -2.373902 -1.604811 -0.0286 0.0341 -0.1993
C -0.834837 -2.249402 -4.945811 -0.0543 0.0456 0.0876
H -0.186037 -3.819802 -3.589111 -0.0640 0.0862 -0.0138
H -1.705637 -3.049702 -3.135611 0.1039 0.0311 -0.0504
C -1.484237 -0.863202 -4.879211 0.1109 0.0313 0.0292
H 0.164663 -2.157402 -5.394511 -0.0945 -0.0012 0.0562
H -1.415637 -2.913702 -5.596411 0.0624 0.0609 0.0626
C -0.716937 0.069698 -3.929911 -0.1237 -0.1799 0.0543
H -1.529637 -0.412402 -5.877811 -0.0094 -0.0743 0.0816
H -2.520837 -0.961102 -4.526011 0.1166 0.0058 -0.0274
H 0.297263 0.218398 -4.314211 -0.0781 -0.0216 0.0014
H -1.198237 1.048398 -3.913111 0.0662 -0.1581 -0.0061
C 0.037363 -2.426102 0.893889 -1.0136 -0.0398 -0.2773
C -1.275037 -2.059802 0.672389 0.8703 -1.3885 0.4171
H 0.755163 -2.343702 0.081489 -0.0337 0.1643 0.1266
C -2.361737 -2.439302 1.645289 -0.1004 0.2424 0.2129
H -1.593237 -1.780202 -0.327411 0.1042 0.5278 0.2029
C -1.803937 -2.793202 3.026189 0.2022 -0.1817 -0.0756
H -3.112737 -1.643402 1.721389 0.3013 -0.1256 0.0110
H -2.897337 -3.305402 1.223589 0.1482 -0.0259 -0.0258
C -0.694937 -3.840302 2.882089 -0.0745 0.0266 -0.1162
H -1.395237 -1.890702 3.494389 -0.3277 -0.4374 -0.2142
H -2.609137 -3.170402 3.666489 0.0914 0.0811 -0.0759
C 0.475663 -3.306002 2.038589 -0.0280 0.1650 0.3313
H -0.325037 -4.148002 3.865789 -0.0211 0.0160 -0.0912
H -1.115937 -4.735502 2.403389 0.0648 0.0425 0.0241
H 1.181363 -2.761302 2.672289 0.0280 -0.0739 -0.0798
H 1.031863 -4.143902 1.594689 -0.0204 0.1232 0.0967
O 2.120263 -0.801502 3.324589 1.0326 -0.7352 -0.5609
C 1.056563 -0.470302 3.825989 -0.4083 0.4653 -0.0161
N -0.037937 -0.135002 3.075089 0.6341 -0.1805 3.3190
S -1.188337 0.630198 4.198089 -3.8862 3.1458 -6.4217
O -1.183737 2.119298 3.822189 0.3233 -3.8297 2.6775
O -2.585537 0.055198 3.916489 4.0003 0.7914 2.2240
C -0.331637 0.207998 5.655389 -0.6656 0.0379 0.4364
C -0.715537 0.401998 6.978689 0.4278 -0.0414 0.3612
C 0.172163 0.002498 7.986689 -0.2350 0.1511 -0.7063
C 1.415563 -0.569302 7.650289 -0.0778 0.0294 -1.0347
C 1.776963 -0.749102 6.301089 -0.4812 0.2604 0.8354
C 0.879063 -0.356802 5.303389 0.5007 -0.4693 -0.3033
H -1.669837 0.851498 7.220689 0.0071 -0.0196 -0.0203
H -0.099237 0.138998 9.025889 -0.0148 -0.0093 -0.0301
H 2.094363 -0.871602 8.435889 0.0370 -0.0376 0.0034
H 2.730463 -1.191102 6.045989 -0.0214 0.0203 -0.1464
```
Forces are in eV/Å.

HOMO level (alpha / beta): -2.26 / -0.33 eV
energy relative to the best compared isomer or geometry (same formula, charge and spin): 299.7 kJ/mol
strongest force on any atom: 8.1 eV/A
spin multiplicity: 1
HOMO-LUMO gap (alpha / beta): 4.72 / 2.80 eV
net charge: -1
calculated total energy: -80855.2826 eV